A cluster of 9 separate species, C16H52ClN4O12 in total at a distorted geometry. Source: OMol25; level of theory: ωB97M-V with the def2-TZVPD basis set.

Its relative energy (zero: lowest compared OMol25 entry of this formula, charge and spin) is 47.0 kcal/mol. The value obtained for the HOMO-LUMO gap is 0.318 hartree. The maximum force is 2.83 eV Å⁻¹. The HOMO energy is -6.334 eV. The calculated total energy comes out at -2222.61414 hartree.

ORCA input file:
```
! RIJCOSX wB97M-V def2-TZVPD def2/J DEFGRID3
* xyz -1 1
Cl -8.3322 25.7282 2.2238
O -8.7718 26.2277 3.4604
O -9.4176 25.0436 1.5803
O -7.7435 26.7816 1.3859
O -7.2640 24.8030 2.3933
O -9.9849 23.5366 4.4844
H -9.8419 22.8751 3.8074
H -9.4159 24.2641 4.2330
O -6.7859 29.6722 0.7202
H -7.1329 28.8094 0.9467
H -5.8356 29.5570 0.7228
O -12.6083 24.6106 2.7800
H -12.7046 23.6675 2.9122
H -11.6683 24.7700 2.8646
O -4.4288 26.3107 1.6537
H -5.3155 26.0809 1.9317
H -4.5525 26.8139 0.8489
C -9.3962 23.3663 -3.4726
C -9.2379 23.2565 -1.9285
C -8.0196 24.0516 -1.4100
O -6.7735 23.7483 -2.0271
C -5.6960 24.5899 -1.5158
N -10.5168 23.8055 -1.4068
H -9.4393 24.3978 -3.8222
H -10.3144 22.8948 -3.8230
H -8.6011 22.7760 -3.9282
H -9.1259 22.2056 -1.6617
H -7.8199 23.7978 -0.3690
H -8.2538 25.1159 -1.3865
H -5.7533 25.5918 -1.9413
H -4.7030 24.1863 -1.7140
H -5.7287 24.6364 -0.4273
H -10.4358 23.7895 -0.4001
H -10.4458 24.7733 -1.6868
C -7.5328 27.7489 -2.0692
C -6.5467 28.3695 -3.1106
C -7.3106 28.7854 -4.3721
O -6.4535 29.4563 -5.3413
C -5.4384 28.6169 -5.9486
N -5.9819 29.5242 -2.4102
H -8.0575 26.9064 -2.5198
H -8.2384 28.5150 -1.7478
H -6.9962 27.3649 -1.2015
H -5.7328 27.6655 -3.2840
H -8.1309 29.4478 -4.0956
H -7.7037 27.9321 -4.9249
H -4.6492 28.3288 -5.2542
H -4.9359 29.1000 -6.7866
H -5.8031 27.6746 -6.3576
H -6.4418 30.4213 -2.4714
H -5.1435 29.6890 -2.9487
C -3.0691 18.6123 -1.5289
C -3.4987 19.3652 -0.2043
C -4.9887 19.5758 -0.0048
O -5.4353 20.5068 0.9593
C -5.2996 21.9072 0.7286
N -3.0651 18.5484 0.9655
H -3.3883 19.1448 -2.4248
H -3.5729 17.6556 -1.3910
H -1.9985 18.4209 -1.6016
H -2.9978 20.3292 -0.1162
H -5.5968 18.6896 0.1766
H -5.3147 19.9530 -0.9741
H -5.6945 22.5308 1.5307
H -5.9625 21.9814 -0.1335
H -4.3089 22.2450 0.4245
H -2.0640 18.4643 0.8614
H -3.2581 19.1796 1.7300
C -5.9338 27.2800 5.1447
C -5.5970 28.5556 4.3697
C -5.9338 29.8712 4.9575
O -5.2557 30.1034 6.2056
C -5.7717 31.2356 6.9220
N -4.2647 28.4669 3.7914
H -6.9819 27.0291 5.3083
H -5.5292 27.4305 6.1455
H -5.4507 26.3866 4.7490
H -6.2190 28.6476 3.4793
H -7.0117 29.9441 5.1017
H -5.6975 30.7007 4.2909
H -6.8073 31.1520 7.2515
H -5.7156 32.1487 6.3295
H -5.1660 31.4156 7.8102
H -4.0966 29.2249 3.1455
H -4.2313 27.6774 3.1623
*
```